Molecular formula: C64H164N12O20
Method: DFT, ωB97M-V/def2-TZVPD

```
260
Properties=species:S:1:pos:R:3:forces:R:3
C -8.71638 -6.13150 4.30631 1.126 0.722 1.667
O -9.41184 -7.14590 3.73300 0.495 -0.951 -2.561
C -10.53321 -7.54674 4.40695 -1.355 -0.937 0.074
C -11.34428 -8.57789 3.58487 2.114 -0.514 -1.410
C -12.66937 -8.91140 4.10520 -1.090 -1.220 1.701
N -10.61436 -9.86543 3.29168 -0.271 0.832 0.196
H -9.32737 -5.24272 4.46398 0.025 0.332 -0.234
H -7.76375 -5.91779 3.82161 -0.450 0.090 -0.795
H -8.35080 -6.43530 5.28721 -0.184 -0.076 0.666
H -10.19834 -7.98969 5.34489 -0.409 -0.025 0.574
H -11.20233 -6.69807 4.54889 -0.112 0.291 0.496
H -11.58258 -8.11677 2.62639 0.684 0.198 -0.330
H -13.18373 -8.03148 4.49155 -0.308 -0.165 -0.179
H -12.58144 -9.65230 4.89982 0.170 0.288 0.792
H -13.26471 -9.53591 3.43913 -0.077 0.738 -0.644
H -9.65675 -9.71377 3.00872 0.073 0.516 -0.437
H -10.48051 -10.38861 4.14518 -0.429 -0.119 0.421
C -5.11021 1.49809 -5.21974 0.335 -0.026 -0.174
O -6.41226 1.25832 -4.79871 -1.570 -0.765 0.650
C -7.09550 0.20574 -5.46880 0.846 -0.378 0.102
C -7.19479 0.38954 -6.97536 -1.722 1.476 -1.261
C -8.06978 1.61266 -7.37027 -0.777 -0.128 1.004
N -7.73778 -0.77964 -7.68302 1.025 -0.140 0.365
H -4.67513 0.66710 -5.77496 -0.165 -0.024 -0.464
H -4.44102 1.57451 -4.36275 -0.160 0.558 0.177
H -5.19392 2.41095 -5.80947 0.945 0.056 -0.168
H -6.57583 -0.73373 -5.28050 0.607 -0.294 -0.134
H -8.03995 -0.01643 -4.97205 -0.378 0.810 -0.147
H -6.22744 0.63704 -7.41247 0.293 -0.528 0.202
H -7.81362 2.52286 -6.82804 0.511 0.035 -0.172
H -9.08848 1.44763 -7.01939 -0.272 -0.330 0.133
H -8.21072 1.82368 -8.43032 0.674 -0.238 -0.058
H -8.70019 -1.00396 -7.47435 -0.233 0.441 0.252
H -7.20402 -1.56138 -7.33076 0.064 -0.547 -0.294
C -5.23475 0.04130 8.33318 0.460 -0.227 1.189
O -3.96074 0.64309 8.15147 -1.997 0.388 -2.649
C -3.01335 0.37990 9.07867 1.011 0.962 2.157
C -3.21423 1.17925 10.40955 -0.041 -0.013 0.330
C -3.32675 2.68520 10.21694 -0.038 0.246 -0.361
N -2.17698 0.94993 11.40308 0.015 -0.286 0.248
H -5.72097 0.53062 9.17714 -0.346 -0.041 0.055
H -5.09800 -1.00803 8.59455 0.008 -0.265 0.114
H -5.92010 0.05241 7.48568 0.640 0.540 -0.353
H -2.93045 -0.68248 9.30799 0.116 -0.303 0.047
H -2.07439 0.76530 8.68129 0.251 -0.319 -0.216
H -4.16673 0.87687 10.84476 -0.012 -0.292 0.226
H -2.55198 3.06402 9.55036 -0.127 -0.041 -0.461
H -3.16379 3.26218 11.12723 -0.168 -0.466 0.332
H -4.32610 2.93265 9.85892 0.193 0.202 -0.371
H -2.10942 -0.00462 11.72616 -0.012 -0.135 -0.163
H -1.26327 1.24158 11.08660 0.091 0.023 -0.135
C 2.01353 5.35893 8.06067 -2.720 0.790 0.712
O 3.01480 4.47720 8.19592 2.527 -2.564 0.037
C 2.69828 3.28153 8.94288 -0.112 0.840 0.296
C 3.94819 2.69866 9.56857 1.054 -1.190 -0.679
C 4.95139 2.08187 8.57396 0.235 0.645 -0.933
N 3.58491 1.64299 10.50036 -0.590 0.227 1.208
H 1.76122 5.76890 9.03861 -0.076 0.539 0.279
H 1.09799 4.84248 7.77227 -0.392 0.021 -0.481
H 2.17188 6.18547 7.36795 0.583 -0.294 -0.075
H 2.02402 3.50083 9.77075 -0.028 0.481 0.245
H 2.13200 2.53300 8.38868 0.182 -0.037 -0.775
H 4.43177 3.49867 10.12915 -0.014 0.019 0.062
H 4.56134 1.15822 8.14636 -0.243 -0.027 0.029
H 5.93189 1.83215 8.97936 -0.166 -0.007 0.634
H 5.20965 2.72750 7.73456 -0.284 0.274 -0.130
H 3.18821 0.80548 10.09874 -0.047 0.127 -0.460
H 4.38443 1.33746 11.03657 0.057 0.120 0.026
C -12.77060 8.09402 -2.93880 1.194 0.222 0.436
O -11.47741 7.49718 -3.20144 -0.706 0.734 -0.507
C -10.81367 7.14472 -1.99594 -0.731 -0.777 -0.696
C -9.44589 6.48298 -2.25397 -0.687 0.120 -0.059
N -8.59389 6.70090 -1.13349 0.508 -0.035 0.527
C -7.28463 6.14015 -1.38748 0.415 1.078 1.414
C -6.27794 6.93985 -0.53374 0.827 -0.452 -0.689
O -6.08062 8.30139 -0.95957 -0.495 -0.499 -0.141
C -5.67444 8.50886 -2.31150 0.751 -0.739 0.459
H -12.65525 8.86410 -2.17606 0.084 0.031 0.403
H -13.48973 7.36811 -2.55931 -0.069 -0.178 -0.220
H -13.14928 8.66909 -3.78379 0.197 -0.667 -0.413
H -11.50086 6.45001 -1.51298 0.250 -0.317 0.567
H -10.75852 8.01858 -1.34677 0.468 0.201 0.089
H -8.95768 6.80615 -3.17338 -0.316 0.567 -0.467
H -9.46593 5.39805 -2.35698 -0.740 -0.150 -0.138
H -8.46595 7.68146 -0.92799 -0.160 0.256 -0.147
H -6.97568 6.23702 -2.42828 -0.003 -0.063 -0.354
H -7.25871 5.08024 -1.13446 0.083 -0.061 0.101
H -5.33672 6.39077 -0.56028 0.466 0.082 -0.314
H -6.49621 6.97300 0.53367 -0.607 0.196 -0.161
H -5.29671 9.53013 -2.36079 -0.569 0.028 -0.244
H -6.39231 8.20907 -3.07496 -0.627 0.678 0.163
H -4.82815 7.88104 -2.59031 0.475 -0.262 0.383
C -7.35603 -6.74842 -2.49499 0.404 -0.310 1.063
O -6.57912 -6.78330 -3.64052 0.503 -0.929 -1.792
C -7.17352 -6.38181 -4.86158 0.191 0.470 -0.824
C -6.28148 -6.50866 -6.15255 -0.500 1.139 1.358
N -5.28707 -5.41979 -6.27816 0.352 -0.922 0.048
C -4.12686 -5.54837 -5.36661 -1.786 -0.317 1.350
C -3.20692 -6.60220 -5.78043 3.292 0.037 -1.062
O -2.33396 -6.01084 -6.81397 -1.188 -0.865 0.460
C -1.48720 -6.93415 -7.43292 0.563 -0.252 0.078
H -6.83263 -7.44050 -1.83531 -0.056 0.226 0.426
H -8.37527 -7.13354 -2.52552 -0.217 0.111 -0.712
H -7.34220 -5.75041 -2.05694 -0.233 0.161 0.117
H -7.48852 -5.34993 -4.70634 0.065 0.404 -0.488
H -8.08264 -6.91498 -5.13964 -0.220 -0.565 0.586
H -6.96374 -6.36986 -6.99121 -0.188 0.070 0.044
H -5.88767 -7.51515 -6.29391 0.222 -0.252 0.446
H -4.83460 -5.64811 -7.15180 -0.148 0.648 -0.773
H -4.44701 -5.94347 -4.40251 -0.586 0.581 0.294
H -3.69705 -4.56010 -5.20323 0.380 -0.265 -0.174
H -3.65092 -7.56634 -6.02822 -0.594 0.206 -0.902
H -2.51220 -6.94972 -5.01578 0.108 0.461 0.642
H -1.06689 -7.67812 -6.75620 -0.032 -0.032 0.562
H -0.62287 -6.38526 -7.80675 -0.186 -0.001 -0.380
H -1.97268 -7.52900 -8.20659 -0.160 0.226 -0.366
C 2.94937 -4.37407 0.57289 0.870 -0.287 -0.007
O 4.26134 -5.02376 0.51249 -1.391 0.363 0.002
C 5.39640 -4.16357 0.78848 -1.290 -0.395 -0.258
C 5.62732 -3.97303 2.27921 0.648 -0.291 -0.743
N 5.85897 -5.27508 2.96775 0.007 1.685 -0.117
C 7.15581 -5.87312 2.63363 0.061 -0.794 0.384
C 8.43462 -5.09073 2.94529 -0.476 0.864 -0.028
O 8.68585 -4.10562 1.95447 -0.359 -0.433 -0.956
C 9.90834 -3.43639 2.07617 -0.154 0.353 0.194
H 2.14189 -4.96371 0.13885 0.536 -0.813 0.023
H 2.89903 -3.47849 -0.04639 0.491 0.420 0.256
H 2.65218 -4.18054 1.60358 0.142 0.295 0.057
H 5.16366 -3.20495 0.32483 0.463 0.218 -0.208
H 6.20912 -4.69179 0.28992 0.180 0.377 0.069
H 4.82592 -3.32540 2.63477 -0.393 -0.673 0.676
H 6.50458 -3.33401 2.37999 0.192 -0.202 0.089
H 5.18881 -5.91700 2.56909 -0.413 -0.061 0.165
H 7.14209 -6.28697 1.62534 0.487 0.412 -0.493
H 7.15230 -6.78453 3.23149 0.422 -0.054 0.306
H 9.31669 -5.72166 3.05464 -0.055 -0.440 -0.156
H 8.33401 -4.53770 3.87918 -0.252 -0.213 0.506
H 9.87672 -2.75315 2.92487 0.179 0.029 0.360
H 10.05552 -2.80930 1.19686 -0.048 -0.232 -0.119
H 10.74661 -4.12420 2.18716 0.141 -0.109 -0.001
C 0.00602 1.00504 -7.38889 -0.412 -0.176 -0.326
O 0.55986 1.47757 -6.17711 -0.570 -0.016 -0.659
C 1.43513 2.59504 -6.27360 0.592 -0.157 0.116
C 0.99693 3.62371 -5.25847 -0.516 -0.934 0.569
N 1.75867 4.86618 -5.24820 -0.066 -1.742 -0.563
C 1.16709 5.88972 -4.44410 -0.374 0.818 0.487
C 0.98295 5.49851 -2.99246 0.731 -0.177 0.536
O 0.41330 6.58156 -2.25967 -0.509 -0.584 0.100
C 0.36344 6.33827 -0.84599 1.578 -0.034 -0.380
H -0.71092 0.20307 -7.21294 0.157 -0.054 0.616
H 0.72096 0.58298 -8.09518 0.500 0.132 0.100
H -0.58397 1.74169 -7.93418 0.135 0.548 0.068
H 1.51890 3.06365 -7.25415 -0.275 -0.336 -0.440
H 2.41063 2.19427 -5.99810 0.340 0.345 -0.154
H 1.03760 3.03259 -4.34358 0.339 0.555 0.556
H -0.07675 3.76548 -5.38173 -0.402 0.351 -0.311
H 1.68888 5.18636 -6.20357 0.458 0.265 -0.219
H 0.19287 6.20900 -4.81429 -0.334 0.123 -0.186
H 1.86192 6.72329 -4.54641 -0.250 0.343 0.449
H 1.95137 5.16605 -2.61864 0.661 0.636 0.388
H 0.45968 4.55427 -2.84182 -1.005 0.166 -0.298
H 0.29592 5.27821 -0.60146 -0.621 -0.126 -0.130
H -0.35061 6.94876 -0.29323 -0.332 -0.104 -0.630
H 1.34812 6.61406 -0.46856 0.208 0.152 0.314
C 10.90403 0.40069 -7.46285 1.091 -0.161 0.050
O 11.27328 0.01179 -6.13828 0.120 1.107 -0.274
C 10.21859 -0.64733 -5.48342 -0.061 -1.034 -0.118
C 10.64927 -1.12976 -4.07179 0.334 2.634 -1.083
N 11.86517 -1.87831 -4.06533 -0.587 -2.095 0.129
C 11.55272 -3.28698 -4.35996 1.248 -0.673 -0.900
C 12.79584 -3.97352 -4.92768 0.631 -0.086 0.019
O 13.26070 -3.42959 -6.18037 -0.882 -0.128 -0.264
C 12.32157 -3.62342 -7.28511 0.928 0.810 0.372
H 11.75601 0.92674 -7.89355 0.134 -0.067 0.153
H 10.06346 1.08529 -7.57620 -0.358 -0.118 0.586
H 10.74500 -0.48405 -8.07933 -0.274 -0.169 -0.069
H 10.02126 -1.49210 -6.14336 -0.718 -0.461 0.119
H 9.35123 0.01135 -5.43965 -0.274 -0.041 0.158
H 9.81590 -1.59087 -3.54172 0.208 -0.190 -0.046
H 10.90758 -0.18542 -3.59262 -0.381 0.168 0.538
H 12.53410 -1.51459 -4.72891 -0.071 0.100 -0.241
H 10.79822 -3.47383 -5.12411 -0.675 0.505 0.061
H 11.26147 -3.80507 -3.44626 -0.115 0.012 0.054
H 12.81019 -5.05176 -5.08672 -1.052 -0.260 0.234
H 13.53598 -3.86540 -4.13483 0.718 0.533 -0.493
H 12.86875 -3.71160 -8.22368 0.482 -0.358 0.249
H 11.76555 -2.70136 -7.45466 -0.486 -0.016 0.436
H 11.66317 -4.48722 -7.19310 0.034 -0.004 0.337
C 8.51090 8.27440 -3.42125 0.128 -0.512 -0.731
O 7.89675 7.11916 -4.06598 0.649 1.634 1.408
C 7.52457 7.22153 -5.40249 0.259 -1.121 -0.705
C 7.47570 5.73787 -5.86710 -1.370 -0.948 -0.887
N 6.45626 5.37494 -6.91072 1.169 0.932 1.084
C 6.62844 6.27584 -7.99765 -1.449 0.056 -1.249
C 5.46580 6.00666 -8.97423 0.471 0.316 -1.692
O 4.18151 6.59140 -8.66994 1.090 -0.393 1.533
C 3.20592 6.24050 -9.58068 -1.126 0.384 -1.281
H 9.15075 7.90843 -2.61829 -0.436 -0.166 0.146
H 7.82054 9.03817 -3.06325 -0.463 -0.371 0.146
H 9.19536 8.82457 -4.06695 0.030 -0.228 -0.594
H 8.24352 7.74903 -6.02935 0.776 0.016 0.197
H 6.63712 7.79818 -5.66327 -0.838 -0.200 0.806
H 7.24378 4.95036 -5.15007 0.305 0.862 1.048
H 8.46512 5.47782 -6.24329 -0.010 -0.048 -0.264
H 5.53275 5.62268 -6.58536 -0.277 -0.396 0.830
H 7.61137 6.06921 -8.42102 -0.137 0.099 -0.627
H 6.60043 7.32356 -7.69832 0.032 0.335 -0.082
H 5.41593 4.93151 -9.14649 -0.437 -0.309 0.525
H 5.72018 6.36250 -9.97262 0.255 0.441 -0.219
H 2.23640 6.71501 -9.42908 0.153 0.420 1.033
H 2.92314 5.19037 -9.65392 0.678 -0.425 0.072
H 3.42856 6.65012 -10.56594 0.505 -0.408 -0.473
C -0.41877 -3.39122 13.27752 -0.140 -0.667 -0.249
O -0.08427 -3.42486 11.90550 0.727 0.098 -0.659
C 1.13790 -4.16225 11.68958 -0.044 0.162 -0.306
C 1.39102 -4.40598 10.19203 -0.608 0.197 1.064
N 1.49719 -3.15521 9.46531 0.473 -0.301 -0.618
C 1.99796 -3.37787 8.08017 -1.843 0.344 0.365
C 0.99713 -4.23038 7.26359 -0.188 -0.187 -0.355
O -0.35800 -3.78819 7.41183 -1.038 -0.364 0.353
C -1.32994 -4.48337 6.56104 1.611 0.245 -0.358
H 0.45719 -3.14760 13.87873 0.030 -0.180 0.224
H -0.83300 -4.37900 13.47956 0.226 -0.197 0.766
H -1.21104 -2.68771 13.53340 0.096 0.296 -0.604
H 1.09798 -5.14406 12.16135 -0.294 -0.204 0.257
H 1.97152 -3.63181 12.14982 0.113 0.272 -0.011
H 0.51023 -4.96141 9.86985 -0.065 -0.419 -0.289
H 2.26974 -5.03353 10.04320 0.126 0.029 0.208
H 0.51666 -2.92308 9.39623 -0.091 0.904 -0.318
H 2.97752 -3.85297 8.13346 -0.077 -0.088 -0.161
H 2.08621 -2.41858 7.57020 0.175 0.138 0.220
H 1.08798 -5.26088 7.60700 -0.137 -0.311 -0.186
H 1.21918 -4.16641 6.19836 0.414 -0.223 -0.158
H -2.38694 -4.33821 6.78413 0.372 0.644 0.687
H -1.18628 -5.56349 6.53247 0.328 -0.151 0.337
H -1.14634 -4.13132 5.54593 -0.171 0.028 -0.219
C 4.14703 2.20308 -0.08857 -0.684 0.069 -1.382
O 3.04436 1.60978 0.59446 0.800 -0.378 -0.552
C 2.61864 2.32520 1.72119 0.235 0.122 0.294
C 1.68195 1.51275 2.63006 0.637 0.736 -0.614
N 0.42276 1.26999 1.98847 -0.647 1.474 -0.393
C -0.62257 0.83502 2.89372 -0.072 -2.226 -0.807
C -1.98934 0.56407 2.19836 0.882 0.024 0.656
O -1.85503 -0.54467 1.31966 0.410 -0.034 -1.869
C -2.84169 -0.71268 0.25797 -0.465 0.751 1.728
H 5.13584 1.78527 0.10057 -0.140 -0.154 0.641
H 4.19400 3.29207 -0.08758 -0.143 0.231 0.958
H 3.96985 2.07149 -1.15599 -0.051 -0.581 -0.141
H 2.12414 3.22913 1.36556 -0.473 0.165 0.169
H 3.50258 2.67737 2.25291 0.109 -0.152 0.517
H 1.57011 2.16000 3.49992 -0.334 -0.102 0.216
H 2.12284 0.57229 2.96062 0.549 -0.107 0.149
H 0.57553 0.70120 1.16796 -0.450 -0.301 0.141
H -0.70485 1.50633 3.74852 -0.164 0.115 -0.187
H -0.31555 -0.15298 3.23679 -0.052 -0.312 0.863
H -2.19128 1.55557 1.79308 -0.808 -0.261 -0.895
H -2.74474 0.20861 2.89918 -0.080 0.813 0.544
H -3.69135 -1.27878 0.63972 -0.009 -0.377 0.218
H -2.48983 -1.23968 -0.62891 0.600 0.324 0.269
H -3.29389 0.25497 0.04057 0.350 0.168 -0.534
```
Forces are in eV/Å.

Values from the calculation:
DFT total energy   -4697.97705 Ha
HOMO level   -8.40 eV
Net charge   0
SMILES   COC[C@H](C)N.COC[C@H](C)N.COC[C@H](C)N.COC[C@H](C)N.COCCNCCOC.COCCNCCOC.COCCNCCOC.COCCNCCOC.COCCNCCOC.COCCNCCOC.COCCNCCOC.COCCNCCOC